Record 1
# C22H24N4O5S

One molecule with the formula C22H24N4O5S in a non-equilibrium geometry (the ωB97M-V functional and the def2-TZVPD basis, the OMol25 dataset).

```
56
Properties=species:S:1:pos:R:3:lowdin_charge:R:1
C -4.105 -0.564 -1.418 -0.1131
N -1.784 1.553 0.124 0.1611
H 2.762 0.691 1.670 0.1190
C 3.585 -0.269 -0.525 -0.1730
H 2.625 2.365 2.240 0.1343
C 0.751 1.484 1.589 -0.1253
H -6.356 1.244 0.296 0.1178
C 3.264 -1.564 -0.160 -0.2266
H 1.160 -1.592 -0.417 0.1069
H -1.037 1.102 -0.396 0.1207
H -7.168 -1.242 -0.584 0.0802
H 0.474 1.239 2.616 0.1314
H 5.541 1.430 -1.597 0.0796
C 5.844 0.980 -0.654 -0.0096
C 0.029 2.770 1.158 -0.2132
C -5.404 0.896 -0.081 -0.0219
H 5.694 1.719 0.131 0.0881
C 0.576 3.336 -0.161 -0.1245
O -0.597 -3.359 0.049 0.0591
S 2.529 1.031 -1.064 0.7020
N 5.457 -1.353 0.022 0.1220
O 3.094 1.649 -2.224 -0.2614
C 2.102 3.418 -0.128 -0.1855
C 2.267 1.648 1.493 -0.1801
H 2.492 3.703 -1.106 0.1171
H 0.158 3.526 1.941 0.1531
C -6.613 -0.851 -1.435 -0.0578
H 2.631 -4.088 0.618 0.1315
C -4.237 1.513 0.324 0.0135
H -2.617 -3.742 -0.026 0.1225
C 0.505 -4.076 0.376 -0.2796
O -2.283 3.110 1.711 0.0791
H 0.459 0.652 0.949 0.0909
H 2.442 4.141 0.619 0.1335
C 1.990 -2.203 -0.096 0.0084
C 1.797 -3.472 0.314 0.0271
H -1.911 -6.240 0.807 0.1020
C -3.034 1.030 -0.192 -0.2813
H 6.890 0.689 -0.684 0.0864
C -1.473 2.510 1.039 -0.4338
C 4.996 -0.202 -0.389 -0.3169
H 0.157 4.329 -0.331 0.1306
O 1.187 0.516 -1.179 -0.2889
C 0.128 -5.355 0.735 -0.0060
O 4.402 -2.200 0.168 0.0323
H -3.991 -1.385 -2.115 0.1111
H -6.382 -1.672 -2.110 0.0727
C -1.654 -4.159 0.193 -0.1021
N -2.978 0.012 -1.042 0.1236
H 0.292 2.697 -0.998 0.1014
H -7.258 -0.144 -1.955 0.0813
H -4.241 2.338 1.015 0.0980
H 0.780 -6.147 1.041 0.1128
C -5.361 -0.171 -0.976 -0.2716
C -1.273 -5.403 0.612 -0.0545
N 2.695 2.134 0.198 -0.2246
```

Computed properties:
2S+1: 1
energy above the lowest of the compared OMol25 structures with the same formula, charge and spin: 74.53 kcal per mole
E_HOMO: -8.21 eV
orbital gap: 7.73 eV
SMILES: Cc1ccc(NC(=O)C2CCN(S(=O)(=O)c3c(C)noc3/C=C/c3ccco3)CC2)nc1
largest force on an atom: 1.4 eV/A

=====

Record 2
# C22H24N5O5PdS

C22H24N5O5PdS as an isolated structure (the ωB97M-V functional and the def2-TZVPD basis, the OMol25 dataset).

```
58
Properties=species:S:1:pos:R:3:lowdin_charge:R:1
H 5.144 -1.477 -1.738 0.1187
C -3.313 2.472 -1.469 -0.0235
H 2.459 6.064 1.092 0.1191
C 2.090 5.054 0.972 -0.0322
C 5.620 -1.584 0.406 -0.1173
H 2.891 1.814 1.471 0.0817
H -4.561 -4.758 0.723 0.1181
N 4.493 -1.504 1.331 0.0200
C -4.824 -3.502 2.438 -0.0617
H 2.933 -0.281 -1.117 0.0817
C -1.930 4.164 -0.502 0.0054
S 1.904 -0.865 1.562 0.7041
H 6.495 -1.081 0.811 0.1179
N 1.145 2.488 0.640 0.0276
Pd 0.336 0.485 0.156 0.9323
C -3.356 -1.625 2.584 -0.0042
O -0.387 -0.133 -3.180 0.0359
H -0.690 -3.601 -2.661 0.1604
H 3.834 4.101 1.808 0.1139
C 2.857 3.971 1.366 -0.0330
H 4.484 -1.873 2.265 0.1394
C -3.132 3.787 -1.079 -0.0314
H -2.995 -0.740 3.089 0.1214
C -0.940 3.208 -0.326 -0.1870
O -1.288 -0.119 1.620 -0.0669
C -3.179 -3.122 0.721 -0.2352
C -1.624 -1.100 0.915 -0.5754
H -2.362 0.533 -1.533 0.1090
H 5.572 0.082 -1.029 0.1193
C 0.842 4.831 0.415 0.0063
H -4.857 -2.072 4.042 0.1087
H -3.033 -4.344 -0.722 0.1110
H 1.214 -2.367 -1.509 0.1203
O 1.417 0.166 -1.865 -0.1362
H 1.296 -2.416 -3.299 0.1357
C -2.730 -1.979 1.386 -0.0601
C 0.568 -0.521 -2.517 -0.6739
C 2.344 2.701 1.177 -0.1078
O -1.024 -1.318 -0.193 -0.1253
H -5.633 -4.101 2.835 0.1128
H -4.231 2.140 -1.931 0.1149
C 5.062 -0.864 -0.843 -0.1095
H -1.108 -2.371 -1.573 0.0951
C 3.390 -1.002 0.757 -0.8254
N -1.136 1.934 -0.683 0.0496
O -2.606 -3.519 -0.463 0.0384
C -4.221 -3.873 1.251 -0.0193
N 3.664 -0.636 -0.490 0.0377
H -1.778 5.183 -0.182 0.1111
H 5.882 -2.622 0.198 0.1182
H -3.918 4.517 -1.221 0.1184
C 0.738 -2.055 -2.436 -0.0608
C 0.388 3.528 0.268 -0.1825
N -0.643 -2.603 -2.483 0.1596
H -1.130 -2.061 -3.209 0.1537
C -4.392 -2.368 3.113 -0.0665
C -2.284 1.573 -1.246 -0.0943
H 0.239 5.664 0.086 0.1121
```

Computed properties:
2S+1: 3
energy above the lowest of the compared OMol25 structures with the same formula, charge and spin: 2.91 kcal per mole
E_HOMO (alpha / beta): -10.39 / -11.14 eV
net charge: +1
orbital gap (alpha / beta): 7.81 / 8.39 eV
largest force on an atom: 0.2 eV/A

=====

Record 3
# C22H24N6O

One molecule with the formula C22H24N6O (the ωB97M-V functional and the def2-TZVPD basis, the OMol25 dataset).

```
53
Properties=species:S:1:pos:R:3:lowdin_charge:R:1
N 3.248 0.556 0.406 0.1062
C 3.313 -3.847 -0.278 -0.0833
H 0.768 -5.885 0.602 0.1029
H -1.903 2.391 -0.071 0.0860
C -2.465 0.322 -0.053 -0.1526
H -1.294 1.947 -2.371 0.1234
H 0.718 1.335 0.776 0.1190
H 3.498 2.825 2.653 0.1244
C 1.219 -2.688 -0.391 -0.1855
C 2.089 4.180 -0.571 -0.0463
C -3.945 2.116 0.526 -0.0741
H 1.476 4.841 0.038 0.0828
H -6.538 -2.807 1.151 0.0916
C -0.209 0.439 -1.338 -0.1617
H 4.387 -3.847 -0.387 0.1025
H 3.084 4.123 -0.134 0.0765
N 2.744 1.598 1.079 -0.1276
C 4.435 0.381 0.941 -0.2223
C 1.282 -4.991 0.280 -0.0824
H 2.181 4.607 -1.568 0.0796
H -0.074 3.739 -1.596 0.1135
N 4.727 1.256 1.919 0.0763
C -5.590 -2.362 0.852 -0.0925
H -4.798 -2.711 1.521 0.0962
C 1.456 2.140 0.765 -0.0834
C 3.651 2.006 1.981 -0.1544
H -5.356 -2.665 -0.175 0.0953
C -4.721 -0.157 0.652 -0.2678
C -2.698 1.684 0.107 -0.0390
C 1.459 2.793 -0.638 -0.3862
C -3.476 -0.597 0.229 0.0344
H 0.393 1.723 -2.909 0.1241
H 2.075 2.151 -1.289 0.1313
C -1.170 -0.179 -0.491 -0.1961
C 0.560 -3.841 0.026 -0.0167
H 5.108 -0.390 0.626 0.0999
N -0.734 -1.370 -0.106 0.1584
N 0.474 -1.535 -0.646 -0.0779
N 0.091 2.854 -1.129 -0.0430
H 1.745 -0.430 -1.944 0.1248
C 2.603 -2.688 -0.532 -0.0256
H 3.220 -5.901 0.318 0.0996
O -5.774 -0.971 0.951 -0.0857
H -5.929 1.538 1.116 0.1148
C -4.954 1.213 0.791 -0.0107
H -0.511 -3.809 0.147 0.1033
C 0.822 -0.469 -1.405 -0.0126
H 1.189 2.875 1.526 0.1342
C 2.658 -5.000 0.122 -0.0962
H -4.132 3.173 0.650 0.1036
H -3.251 -1.643 0.108 0.1030
H 3.119 -1.781 -0.804 0.0824
C -0.272 1.761 -2.029 -0.1668
```

Computed properties:
2S+1: 1
energy above the lowest of the compared OMol25 structures with the same formula, charge and spin: 13.63 kcal per mole
E_HOMO: -8.00 eV
orbital gap: 8.70 eV
SMILES: COc1cccc(-c2nn(-c3ccccc3)cc2CN[C@@H](C)Cn2cncn2)c1
largest force on an atom: 0.9 eV/A

=====

Record 4
# C22H24O4S2

C22H24O4S2 as an isolated structure in a non-equilibrium geometry (the ωB97M-V functional and the def2-TZVPD basis, the OMol25 dataset).

```
52
Properties=species:S:1:pos:R:3:lowdin_charge:R:1
C -2.974 -1.469 -2.624 -0.0716
C 0.319 0.009 -1.485 -0.7507
H 2.887 -2.276 3.492 0.0804
O 2.465 1.099 0.567 0.0360
C -1.323 -2.613 2.078 -0.2048
C -0.721 -0.807 0.785 -0.4453
C -0.484 1.732 0.344 -0.1800
C 3.227 -1.265 3.748 -0.0717
C -1.868 1.872 0.214 -0.0303
O 1.793 -0.398 2.073 -0.0029
C 0.160 0.373 0.387 -0.1340
H -2.018 5.131 -0.729 0.0980
H -3.485 -2.435 -2.581 0.1070
H 3.852 -0.731 1.733 0.1288
H -3.489 1.800 -3.502 0.1078
C 0.330 2.873 0.232 -0.0744
C -0.770 -3.436 3.204 -0.0699
H -1.772 -3.225 1.275 0.1346
H -3.495 3.143 -0.314 0.1048
H 3.009 -1.703 -2.583 0.0649
H -2.513 1.012 0.361 0.1085
C 1.574 0.362 0.986 -0.4531
C 2.829 -0.924 -1.842 -0.4667
C -1.618 -1.392 -2.296 -0.0627
C -1.593 4.180 -0.418 -0.0941
O -1.913 -0.841 0.473 0.0524
C -0.224 4.085 -0.189 -0.0794
H 0.452 4.930 -0.308 0.1043
C -2.418 3.080 -0.189 -0.0825
H -1.062 1.896 -2.936 0.0870
H 2.793 0.436 -3.557 0.0735
H -1.576 -4.086 3.569 0.0831
S 1.245 1.312 -2.108 1.0336
H -2.079 -1.910 2.454 0.1298
H 3.470 0.667 2.793 0.1288
C -0.988 -0.147 -2.221 -0.2772
H 0.071 -4.047 2.896 0.0756
H 2.584 -0.875 4.551 0.0842
H 3.588 1.109 -2.105 0.0801
C -2.976 0.905 -3.137 -0.0696
C -3.666 -0.306 -2.983 -0.0831
S 1.260 -1.438 -1.169 1.0223
H -4.740 -0.352 -3.186 0.1020
H -1.055 -2.301 -2.070 0.0906
C 2.775 0.470 -2.458 -0.4607
C 3.185 -0.365 2.536 -0.1935
O -0.226 -1.805 1.548 -0.0229
C -1.615 0.961 -2.806 -0.0644
H 1.388 2.798 0.415 0.0909
H -0.461 -2.796 4.034 0.0809
H 4.260 -1.310 4.119 0.0809
H 3.604 -0.982 -1.073 0.0748
```

Computed properties:
2S+1: 1
E_HOMO: -7.95 eV
orbital gap: 8.38 eV
largest force on an atom: 2.2 eV/A

=====

What did the fourth record say?
# C22H24O4S2

C22H24O4S2 as an isolated structure in a non-equilibrium geometry (the ωB97M-V functional and the def2-TZVPD basis, the OMol25 dataset).

```
52
Properties=species:S:1:pos:R:3:lowdin_charge:R:1
C -2.974 -1.469 -2.624 -0.0716
C 0.319 0.009 -1.485 -0.7507
H 2.887 -2.276 3.492 0.0804
O 2.465 1.099 0.567 0.0360
C -1.323 -2.613 2.078 -0.2048
C -0.721 -0.807 0.785 -0.4453
C -0.484 1.732 0.344 -0.1800
C 3.227 -1.265 3.748 -0.0717
C -1.868 1.872 0.214 -0.0303
O 1.793 -0.398 2.073 -0.0029
C 0.160 0.373 0.387 -0.1340
H -2.018 5.131 -0.729 0.0980
H -3.485 -2.435 -2.581 0.1070
H 3.852 -0.731 1.733 0.1288
H -3.489 1.800 -3.502 0.1078
C 0.330 2.873 0.232 -0.0744
C -0.770 -3.436 3.204 -0.0699
H -1.772 -3.225 1.275 0.1346
H -3.495 3.143 -0.314 0.1048
H 3.009 -1.703 -2.583 0.0649
H -2.513 1.012 0.361 0.1085
C 1.574 0.362 0.986 -0.4531
C 2.829 -0.924 -1.842 -0.4667
C -1.618 -1.392 -2.296 -0.0627
C -1.593 4.180 -0.418 -0.0941
O -1.913 -0.841 0.473 0.0524
C -0.224 4.085 -0.189 -0.0794
H 0.452 4.930 -0.308 0.1043
C -2.418 3.080 -0.189 -0.0825
H -1.062 1.896 -2.936 0.0870
H 2.793 0.436 -3.557 0.0735
H -1.576 -4.086 3.569 0.0831
S 1.245 1.312 -2.108 1.0336
H -2.079 -1.910 2.454 0.1298
H 3.470 0.667 2.793 0.1288
C -0.988 -0.147 -2.221 -0.2772
H 0.071 -4.047 2.896 0.0756
H 2.584 -0.875 4.551 0.0842
H 3.588 1.109 -2.105 0.0801
C -2.976 0.905 -3.137 -0.0696
C -3.666 -0.306 -2.983 -0.0831
S 1.260 -1.438 -1.169 1.0223
H -4.740 -0.352 -3.186 0.1020
H -1.055 -2.301 -2.070 0.0906
C 2.775 0.470 -2.458 -0.4607
C 3.185 -0.365 2.536 -0.1935
O -0.226 -1.805 1.548 -0.0229
C -1.615 0.961 -2.806 -0.0644
H 1.388 2.798 0.415 0.0909
H -0.461 -2.796 4.034 0.0809
H 4.260 -1.310 4.119 0.0809
H 3.604 -0.982 -1.073 0.0748
```

Computed properties:
2S+1: 1
E_HOMO: -7.95 eV
orbital gap: 8.38 eV
largest force on an atom: 2.2 eV/A